C3H6N2OS in the gas phase in a non-equilibrium geometry, computed with ωB97M-V/def2-TZVPD.

Frontier orbital gap (Ha): 0.364
LUMO level (eV): 0.76
SMILES: CC(=O)S/N=C\N
Relative energy (zero: lowest compared OMol25 entry of this formula, charge and spin) (kcal per mole): 59.6
Max |F| (eV Å⁻¹): 5.4
HOMO energy (eV): -9.1
DFT total energy (hartree): -700.7942

Each line ends with the Mulliken charge.
Element x y z (Å)
C  -2.59  0.15  -0.27  -1.011
C  -1.06  0.31  0.10  0.549
O  -0.70  1.30  0.68  -0.557
S  -0.19  -1.18  -0.12  -0.009
N  1.46  -0.98  0.40  -0.421
C  2.05  0.08  0.03  0.219
N  1.66  1.16  -0.61  -0.535
H  -3.07  0.99  -0.96  0.250
H  -3.15  0.45  0.70  0.284
H  -3.11  -0.87  -0.41  0.328
H  3.12  0.05  0.43  0.286
H  0.58  1.37  -0.68  0.302
H  2.08  2.10  -0.23  0.316

---

2 unconnected molecules or ions with the total composition C5H8O2, computed with ωB97M-V/def2-TZVPD.

Frontier orbital gap (Ha): 0.348
LUMO level (eV): 0.70
Relative energy (zero: lowest compared OMol25 entry of this formula, charge and spin) (kcal per mole): 124.5
Max |F| (eV Å⁻¹): 0.4
HOMO energy (eV): -8.8
DFT total energy (hartree): -345.6066

Each line ends with the Mulliken charge.
Element x y z (Å)
C  1.68  -0.47  -0.50  -0.918
C  0.73  0.17  0.17  0.148
C  0.33  1.60  0.46  -0.322
O  -0.69  1.14  1.38  -0.582
C  -0.46  -0.25  1.00  0.558
C  -1.53  -0.83  0.09  -0.401
O  -2.41  0.10  -0.15  -0.279
H  2.43  0.06  -1.09  0.225
H  1.73  -1.55  -0.48  0.353
H  0.10  -2.28  -2.11  0.198
H  -0.10  2.16  -0.37  0.229
H  1.08  2.21  0.97  0.272
H  -0.28  -0.90  1.86  0.369
H  -0.42  -2.07  -1.62  -0.160
H  -2.19  0.92  0.38  0.311

---

C5H4FNO in the gas phase in a non-equilibrium geometry, computed with ωB97M-V/def2-TZVPD.

Frontier orbital gap (Ha): 0.346
LUMO level (eV): 0.09
SMILES: C#C/C=C(/F)C(N)=O
Relative energy (zero: lowest compared OMol25 entry of this formula, charge and spin) (kcal per mole): 40.5
Max |F| (eV Å⁻¹): 2.4
HOMO energy (eV): -9.3
DFT total energy (hartree): -422.7207

Each line ends with the Mulliken charge.
Element x y z (Å)
C  0.99  2.73  -0.91  0.266
C  1.09  1.63  -0.40  -0.422
C  1.33  0.40  0.23  -0.640
C  0.45  -0.59  0.40  0.524
F  0.85  -1.72  1.03  -0.328
C  -0.98  -0.61  -0.03  0.334
N  -1.64  -1.75  0.28  -0.384
O  -1.51  0.33  -0.61  -0.589
H  0.86  3.69  -1.38  0.384
H  2.34  0.23  0.61  0.379
H  -2.62  -1.86  0.01  0.246
H  -1.17  -2.49  0.77  0.229

---

14 unconnected molecules or ions with the total composition C2H31O14 in a non-equilibrium geometry, computed with ωB97M-V/def2-TZVPD.

Frontier orbital gap (Ha): 0.323
LUMO level (eV): 2.44
Relative energy (zero: lowest compared OMol25 entry of this formula, charge and spin) (kcal per mole): 21.8
Max |F| (eV Å⁻¹): 3.5
Charge: -1
HOMO energy (eV): -6.4
DFT total energy (hartree): -1148.1998

Each line ends with the Mulliken charge.
Element x y z (Å)
C  -1.17  0.62  1.01  -1.120
C  -0.50  0.20  -0.29  -0.086
O  0.80  -0.16  -0.07  0.905
H  -1.04  -0.14  1.77  0.221
H  -2.24  0.79  0.89  0.437
H  -0.98  1.63  1.42  0.211
H  -0.42  0.92  -1.08  0.321
H  -0.97  -0.66  -0.72  -0.314
O  1.97  0.53  -2.38  -0.694
H  1.56  0.06  -3.14  0.315
H  1.28  0.42  -1.74  -0.053
O  0.88  -1.64  2.07  -0.647
H  0.75  -1.06  1.32  0.085
H  1.77  -2.01  1.96  0.218
O  -3.23  -1.62  -1.30  -0.545
H  -2.64  -2.26  -0.92  0.241
H  -4.08  -2.03  -1.13  0.265
O  1.90  2.09  0.74  -1.004
H  1.23  2.73  0.48  0.427
H  1.37  1.30  0.51  0.064
O  -1.26  -2.96  3.01  -0.689
H  -0.62  -2.27  2.84  0.421
H  -0.62  -3.67  3.10  0.287
O  1.34  2.30  3.41  -0.695
H  0.90  3.11  3.44  0.253
H  1.58  2.18  2.52  0.401
O  3.51  -0.40  0.15  -0.668
H  2.56  -0.37  0.09  0.186
H  3.61  -0.28  1.13  0.334
O  -0.06  3.81  -0.17  -0.661
H  -0.31  3.60  -1.07  0.309
H  0.71  4.37  -0.36  0.332
O  0.62  -2.50  -1.20  -0.883
H  0.67  -1.58  -0.79  0.414
H  -0.03  -3.00  -0.65  0.331
O  -0.94  -2.28  -3.43  -0.715
H  -0.48  -2.28  -2.60  0.445
H  -0.24  -2.46  -4.04  0.294
O  -0.43  0.39  -3.92  -0.665
H  -0.78  -0.47  -3.66  0.403
H  -0.87  1.06  -3.43  0.307
O  -2.66  1.47  -2.11  -0.674
H  -2.04  1.98  -1.52  0.343
H  -2.83  0.65  -1.61  0.332
O  0.86  -0.23  4.17  -0.741
H  0.69  0.70  3.98  0.389
H  0.86  -0.61  3.33  0.364

---

A molecular structure, C22H41ClDyNP3Se in a non-equilibrium geometry, computed with ωB97M-V/def2-TZVPD.

Frontier orbital gap (alpha / beta) (Ha): 0.113 / 0.120
2S+1: 6
LUMO level (alpha / beta) (eV): -11.97 / -11.79
Relative energy (zero: lowest compared OMol25 entry of this formula, charge and spin) (kcal per mole): 0.0
Max |F| (eV Å⁻¹): 7.2
Charge: +3
HOMO energy (alpha / beta) (eV): -15.1 / -15.1
DFT total energy (hartree): -5687.3619

Each line ends with the Löwdin spin population.
Element x y z (Å)
Dy  -0.78  -0.29  0.29  5.058
P  -1.80  -2.72  1.20  -0.006
P  1.41  -0.57  2.23  -0.010
P  1.30  -1.49  -1.23  -0.015
H  -1.64  1.51  -1.53  -0.001
C  -1.63  0.42  -1.68  -0.028
C  -2.58  -0.41  -1.06  0.016
H  -3.34  0.02  -0.38  0.001
C  -3.27  -2.55  2.29  0.001
C  -0.79  -3.87  2.21  0.000
C  -2.49  -3.90  -0.03  0.000
C  2.64  0.78  2.10  -0.001
C  0.84  -0.32  3.95  0.000
C  2.51  -2.02  2.46  -0.001
C  1.01  -1.46  -3.04  0.000
C  1.52  -3.29  -0.96  -0.001
C  3.03  -0.89  -1.18  -0.003
H  -1.14  0.13  -2.62  0.000
H  -2.85  -1.39  -1.47  0.001
H  -3.90  -1.73  1.94  0.000
H  -2.95  -2.34  3.32  0.000
H  -3.84  -3.49  2.27  0.000
H  -0.44  -3.35  3.11  0.000
H  0.08  -4.21  1.62  0.000
H  -1.40  -4.73  2.49  0.000
H  -3.06  -3.36  -0.79  0.000
H  -3.15  -4.60  0.49  0.000
H  -1.68  -4.46  -0.52  0.000
H  3.29  0.78  3.00  0.000
H  2.11  1.74  2.04  0.000
H  3.25  0.66  1.20  0.000
H  1.70  -0.36  4.63  0.000
H  0.13  -1.12  4.21  0.000
H  0.34  0.64  4.04  0.000
H  3.12  -1.85  3.36  0.000
H  3.16  -2.17  1.60  0.000
H  1.90  -2.92  2.61  0.000
H  1.82  -2.00  -3.55  0.000
H  0.99  -0.42  -3.40  0.000
H  0.05  -1.93  -3.28  0.000
H  2.16  -3.70  -1.76  0.000
H  0.54  -3.79  -1.00  0.000
H  1.98  -3.49  0.01  0.000
H  3.58  -1.33  -2.02  -0.001
H  3.53  -1.16  -0.24  0.000
H  3.02  0.20  -1.29  0.000
C  1.46  3.66  -2.94  0.000
C  0.13  3.80  -3.41  0.000
C  -0.13  3.80  -4.78  0.000
C  0.93  3.69  -5.70  0.000
C  2.23  3.49  -5.24  0.000
C  2.50  3.46  -3.87  0.000
Se  1.77  3.79  -1.05  -0.003
H  3.19  3.44  -1.18  0.000
H  -0.68  3.93  -2.69  0.000
H  -1.15  3.89  -5.14  0.000
H  0.72  3.77  -6.77  0.000
H  3.05  3.37  -5.95  0.000
H  3.51  3.31  -3.50  0.000
Cl  -2.63  5.33  1.18  0.000
C  -2.43  3.75  1.83  0.000
C  -2.83  3.46  3.14  0.000
C  -2.66  2.16  3.61  0.000
C  -2.13  1.19  2.76  0.000
N  -1.70  1.49  1.51  -0.007
C  -1.83  2.77  1.04  0.001
H  -3.24  4.25  3.76  0.000
H  -2.93  1.89  4.63  0.000
H  -2.02  0.14  3.09  0.000
H  -1.45  2.99  0.05  0.000

---

A molecular structure, C24H49BrN5OW, computed with ωB97M-V/def2-TZVPD.

Frontier orbital gap (alpha / beta) (Ha): 0.267 / 0.239
2S+1: 3
LUMO level (alpha / beta) (eV): -9.36 / -10.18
Relative energy (zero: lowest compared OMol25 entry of this formula, charge and spin) (kcal per mole): 0.0
Max |F| (eV Å⁻¹): 0.1
Charge: +3
HOMO energy (alpha / beta) (eV): -16.6 / -16.7
DFT total energy (hartree): -3933.1096

Each line ends with the Löwdin spin population.
Element x y z (Å)
W  1.50  0.37  0.81  1.737
N  2.54  0.47  -1.18  0.010
C  3.85  -0.22  -1.38  0.003
C  4.54  -0.20  -0.04  0.007
N  3.57  -0.66  1.00  0.017
C  3.47  -2.15  1.08  0.006
C  2.28  -2.66  0.29  0.005
N  1.12  -1.83  0.69  0.017
H  2.67  1.45  -1.41  0.006
H  1.86  0.13  -1.86  0.002
H  3.67  -1.24  -1.72  0.000
H  4.44  0.28  -2.14  -0.001
H  5.44  -0.82  -0.03  0.000
H  4.84  0.82  0.21  0.001
H  3.98  -0.38  1.88  0.003
H  4.40  -2.61  0.75  0.000
H  3.33  -2.42  2.13  0.000
H  2.42  -2.56  -0.79  0.000
H  2.11  -3.71  0.50  0.000
H  0.34  -1.99  0.04  0.002
H  0.77  -2.18  1.58  0.006
C  2.07  3.32  -0.47  0.007
N  1.49  2.71  0.76  0.008
C  0.06  3.19  0.79  0.006
C  2.21  3.31  1.94  0.005
C  3.07  2.28  2.63  0.015
N  2.25  1.09  2.99  0.014
C  1.19  1.54  3.95  0.001
C  3.09  0.17  3.83  0.007
H  1.95  4.41  -0.42  0.000
H  1.54  2.98  -1.35  0.000
H  3.14  3.11  -0.53  0.000
H  0.05  4.28  0.81  0.000
H  -0.45  2.82  1.67  0.001
H  -0.45  2.84  -0.11  0.000
H  1.48  3.73  2.63  0.000
H  2.84  4.14  1.61  0.000
H  3.52  2.71  3.53  0.002
H  3.89  1.95  1.98  0.004
H  0.73  0.67  4.42  0.000
H  1.65  2.14  4.74  0.000
H  0.42  2.13  3.47  0.000
H  3.16  0.56  4.84  0.000
H  4.13  0.13  3.47  0.000
H  2.65  -0.82  3.86  0.001
C  -6.08  -0.68  0.44  0.000
C  -5.21  -1.70  -0.31  0.000
C  -5.20  -3.03  0.46  0.000
C  -5.80  -1.93  -1.70  0.000
C  -3.78  -1.16  -0.38  0.001
C  -3.10  -0.89  0.81  0.002
C  -1.83  -0.38  0.71  0.004
Br  -0.82  0.03  2.29  0.018
C  -1.17  -0.12  -0.49  0.010
O  0.08  0.46  -0.43  0.064
C  -1.82  -0.43  -1.69  0.002
C  -3.11  -0.94  -1.58  0.000
C  -1.13  -0.27  -3.05  0.001
C  -0.64  1.18  -3.26  0.001
C  0.04  -1.27  -3.11  0.000
C  -2.07  -0.59  -4.21  0.000
H  -7.11  -1.05  0.50  0.000
H  -6.10  0.28  -0.08  0.000
H  -5.74  -0.51  1.46  0.000
H  -6.21  -3.43  0.51  0.000
H  -4.84  -2.92  1.48  0.000
H  -4.58  -3.77  -0.05  0.000
H  -6.82  -2.30  -1.59  0.000
H  -5.25  -2.68  -2.26  0.000
H  -5.85  -1.01  -2.28  0.000
H  -3.56  -1.06  1.77  0.000
H  -3.64  -1.17  -2.49  0.000
H  0.10  1.49  -2.52  0.001
H  -1.47  1.88  -3.21  0.000
H  -0.19  1.27  -4.25  0.000
H  0.67  -1.23  -2.22  0.000
H  0.65  -1.09  -4.00  0.000
H  -0.34  -2.29  -3.18  0.000
H  -2.93  0.08  -4.24  0.000
H  -2.43  -1.62  -4.18  0.000
H  -1.53  -0.46  -5.15  0.000

---

2 unconnected molecules or ions with the total composition NO5S in a non-equilibrium geometry, computed with ωB97M-V/def2-TZVPD.

Frontier orbital gap (alpha / beta) (Ha): 0.175 / 0.342
LUMO level (alpha / beta) (eV): 1.35 / 3.43
Relative energy (zero: lowest compared OMol25 entry of this formula, charge and spin) (kcal per mole): 49.5
Max |F| (eV Å⁻¹): 2.5
Charge: -1
HOMO energy (alpha / beta) (eV): -3.4 / -5.9
DFT total energy (hartree): -829.0667

Each line ends with the Mulliken charge.
Element x y z (Å)
N  -0.35  1.36  -1.38  0.669
O  -1.12  2.20  -1.05  -0.436
O  1.57  -0.99  0.34  -0.473
O  -0.20  0.94  -2.46  -0.422
O  0.28  -0.29  2.43  -0.514
O  -0.48  -2.23  1.04  -0.507
S  0.30  -0.98  1.09  0.683

---

2 unconnected molecules or ions with the total composition CH2ClFO2 in a non-equilibrium geometry, computed with ωB97M-V/def2-TZVPD.

Frontier orbital gap (Ha): 0.450
LUMO level (eV): 0.53
SMILES: O=C(F)Cl.O
Relative energy (zero: lowest compared OMol25 entry of this formula, charge and spin) (kcal per mole): 10.9
Max |F| (eV Å⁻¹): 2.5
HOMO energy (eV): -11.7
DFT total energy (hartree): -749.8432

Each line ends with the Mulliken charge.
Element x y z (Å)
O  -2.25  -1.36  0.94  -0.326
C  -1.43  -2.11  0.66  0.608
F  -0.30  -2.32  1.33  -0.178
Cl  -1.37  -3.11  -0.73  -0.115
O  0.54  -0.23  0.34  -0.570
H  0.18  0.65  0.20  0.295
H  1.39  -0.26  -0.09  0.286